Record 1
ORCA calculation (ωB97M-V with the def2-TZVPD basis set) on a molecular structure, C21H30HfN2Si at a distorted geometry.

The geometry in XYZ format:
```
55
Properties=species:S:1:pos:R:3:forces:R:3:lowdin_charge:R:1
C 1.182095 1.732300 2.887265 -1.0 1.2 -0.3 -0.170
C 1.639099 2.012347 1.564576 -0.8 0.5 -0.3 -0.130
C 0.487100 1.970193 0.683855 -0.1 1.6 0.9 -0.212
H 2.651957 2.347260 1.276023 -0.6 -0.5 0.2 0.150
C -0.682165 1.689422 1.480596 1.4 1.5 0.3 -0.191
C -0.243897 1.515224 2.833705 0.8 1.9 -0.4 -0.183
H -0.897411 1.499567 3.695069 0.1 -0.4 0.0 0.135
H 1.760899 1.898437 3.800214 -0.2 -0.4 -0.4 0.139
H 0.459530 2.304185 -0.366455 0.0 -0.5 0.7 0.138
H -1.699992 1.841981 1.134685 0.1 -0.5 0.0 0.134
Hf 0.679819 -0.213063 1.489311 0.0 -1.0 -0.6 1.529
C -2.664226 -0.873795 -0.320865 0.1 -0.4 2.2 -0.164
H -3.412450 -0.935526 -1.106956 0.5 -0.3 0.2 0.031
H -2.675262 -1.730818 0.360016 -0.5 0.1 -0.2 0.032
H -2.868931 0.026763 0.294572 0.2 -0.2 -0.5 0.037
Si -0.725069 -0.518556 -0.998185 0.8 -0.2 -4.1 0.607
C 1.068772 -0.815292 -1.905326 0.7 0.4 1.2 -0.321
C 1.865973 0.357289 -1.894330 -0.3 0.4 -0.6 -0.162
H 1.813358 1.071930 -1.064379 -0.2 -0.2 -0.7 0.043
C 2.615492 0.729243 -3.016845 0.3 -0.7 0.0 -0.070
H 3.052317 1.731477 -3.064563 0.0 -0.5 0.0 0.120
C 2.722960 -0.178299 -4.086186 0.0 0.4 0.8 -0.068
H 3.230227 0.142672 -4.986584 0.0 -0.2 0.0 0.117
C 2.236645 -1.483631 -3.932231 0.1 0.0 0.5 -0.051
H 2.458972 -2.217694 -4.715507 -0.2 0.2 0.5 0.123
C 1.465329 -1.830277 -2.799385 -0.2 0.3 -0.7 -0.074
H 1.146574 -2.867438 -2.671232 -0.3 0.4 -0.2 0.114
C -1.423150 0.249574 -2.737842 -0.6 -0.7 -0.3 -0.237
C -0.613502 0.653856 -3.808688 0.5 1.0 0.5 -0.099
H 0.377468 0.265090 -3.916129 0.3 0.1 0.2 0.053
C -0.989784 1.643994 -4.720165 -0.2 -0.4 -0.1 -0.067
H -0.277380 1.995223 -5.448671 0.1 -0.1 -0.1 0.109
C -2.270791 2.167582 -4.702013 -0.5 -0.2 0.6 -0.073
H -2.592842 2.971495 -5.360250 0.2 -0.1 0.2 0.115
C -3.195162 1.547456 -3.852584 0.1 -0.5 -0.3 -0.072
H -4.235068 1.885169 -3.847298 0.3 -0.4 -0.2 0.112
C -2.789598 0.480099 -3.028722 -0.6 1.1 0.8 -0.115
H -3.585366 -0.133306 -2.590202 0.3 0.7 0.1 0.083
H 0.184476 -1.373333 0.179529 -0.9 -2.0 0.7 -0.130
H -1.632391 -1.824944 -1.142577 0.5 0.3 0.0 0.114
N 2.103750 -0.900231 3.209375 0.9 -0.3 0.6 -0.073
C 1.585623 -1.710592 4.412159 0.6 0.3 -0.3 -0.163
C 0.341607 -1.063396 4.996315 0.2 0.1 0.4 -0.192
C -0.910459 -1.517813 4.305743 -0.3 0.1 -1.0 -0.145
N -0.915945 -1.107817 2.797358 -1.4 -0.7 0.3 -0.067
H 2.870249 -1.435966 2.788450 0.0 -0.2 0.2 0.116
H 2.598114 -0.080139 3.606777 -0.5 -0.7 -0.3 0.101
H 1.384948 -2.727238 4.053145 0.0 0.2 0.1 0.131
H 2.389821 -1.767104 5.168048 -0.3 0.0 -0.5 0.140
H 0.271769 -1.329054 6.057951 -0.1 -0.1 -0.2 0.143
H 0.418911 0.033768 4.989639 0.1 -0.3 0.0 0.106
H -1.013722 -2.606518 4.323629 0.1 0.2 0.1 0.134
H -1.804506 -1.098373 4.762365 0.0 0.0 0.0 0.132
H -1.735028 -0.490460 2.672748 0.5 -0.3 0.1 0.100
H -1.209748 -1.932905 2.261056 0.2 0.0 0.2 0.093
```
Positions in Å, forces in eV/Å.

## Properties
Highest occupied orbital energy in eV: -13.0
E in eV: -34406.40981
Charge: +2
Maximum force in eV/Å: 4.194

=====

Record 2
ORCA calculation (ωB97M-V with the def2-TZVPD basis set) on a molecular structure, C21H30N10O3PSiTi at a distorted geometry.

The geometry in XYZ format:
```
67
Properties=species:S:1:pos:R:3:forces:R:3:lowdin_charge:R:1
Ti 0.682561 -0.407290 0.329224 -1.2 3.1 -1.8 0.919
C -4.933466 2.102019 0.018762 0.1 0.0 0.0 -0.020
N -3.483787 2.149889 0.185002 -0.1 0.0 0.0 -0.122
C -2.718588 3.283087 0.237457 -0.1 -0.1 0.0 -0.042
C -1.434492 2.865015 0.424789 0.1 -0.1 0.1 -0.114
N -1.391628 1.496873 0.492295 0.1 0.1 0.0 0.062
C -2.635621 1.097712 0.346112 -0.1 0.1 0.0 -0.473
P -3.156662 -0.628399 0.398080 0.0 -0.1 0.0 1.183
C -2.120708 -1.293907 -0.943384 -0.1 0.0 0.2 -0.434
N -0.816081 -1.126078 -1.090709 -0.1 -0.3 -0.4 0.001
C -0.438585 -1.912057 -2.148309 0.0 0.2 -0.1 -0.075
C -1.534582 -2.548908 -2.646825 0.0 0.0 0.0 -0.022
N -2.593308 -2.155827 -1.874379 -0.3 -0.1 -0.2 -0.120
C -3.977907 -2.591223 -2.052528 0.2 0.0 0.0 -0.019
C -2.109002 -1.160195 1.793516 -0.1 -0.2 -0.3 -0.427
N -0.788183 -1.128275 1.840279 -0.1 -0.4 0.6 0.001
C -0.429317 -1.838550 2.960444 0.0 0.1 0.0 -0.104
C -1.545658 -2.285973 3.595386 -0.1 0.1 0.0 -0.026
N -2.604727 -1.855388 2.843790 -0.3 0.0 0.2 -0.117
C -4.013782 -2.109132 3.144618 0.2 0.0 0.0 -0.017
H -5.292089 3.112222 -0.153379 0.0 0.0 0.0 0.093
H -5.202615 1.486784 -0.836522 0.0 0.0 0.0 0.086
H -5.414000 1.705853 0.910690 0.0 0.0 0.0 0.089
H -3.143203 4.267461 0.132677 0.0 0.0 0.0 0.125
H -0.553027 3.478137 0.510128 0.0 0.0 0.0 0.100
H 0.586002 -1.945390 -2.473063 0.0 0.0 0.0 0.091
H -1.649956 -3.228234 -3.473738 0.0 0.0 0.0 0.129
H -4.030218 -3.200471 -2.949564 0.0 0.0 0.0 0.094
H -4.310529 -3.185485 -1.204818 0.0 0.0 0.0 0.088
H -4.637456 -1.735853 -2.171879 0.0 0.0 0.0 0.085
H 0.599935 -2.013103 3.220738 0.0 0.0 0.0 0.107
H -1.675564 -2.861950 4.495606 0.0 0.0 0.0 0.130
H -4.085710 -2.476698 4.163518 0.0 0.0 0.0 0.095
H -4.589446 -1.192013 3.063013 0.0 0.0 0.0 0.083
H -4.427348 -2.854191 2.469343 0.0 0.0 0.0 0.091
N 2.417315 3.574034 -0.540305 0.2 0.2 0.0 0.129
C 1.987710 3.505495 -1.845129 -0.1 0.0 0.0 -0.057
C 1.181417 2.408000 -1.910786 0.0 -0.1 -0.1 -0.092
N 1.117706 1.812807 -0.681773 -0.3 -0.1 -0.1 0.043
C 1.865362 2.522432 0.108785 0.2 0.1 0.5 -0.298
C 1.987093 2.109025 1.499678 0.0 0.2 -0.5 -0.248
N 1.432563 0.984729 1.890706 0.2 0.1 0.3 0.048
C 1.709117 0.873205 3.236350 -0.1 0.0 0.0 -0.080
C 2.430518 1.947160 3.646302 0.0 0.0 -0.1 -0.046
N 2.601470 2.724539 2.519531 0.2 0.3 0.3 0.131
H 3.083354 4.235909 -0.181111 0.0 0.0 0.0 0.160
H 2.294524 4.220873 -2.588049 0.0 0.0 0.0 0.121
H 0.665813 2.002211 -2.764925 0.0 0.0 0.0 0.124
H 1.377113 0.038404 3.827075 0.0 0.0 -0.1 0.102
H 2.829232 2.222180 4.606914 0.0 0.0 -0.1 0.122
H 3.085304 3.605559 2.487668 0.0 0.0 0.0 0.165
C 4.396035 0.639753 -2.197855 0.0 0.2 0.0 -0.168
Si 3.413689 -0.905830 -1.804988 -0.2 0.1 0.2 0.255
C 3.202839 -1.841287 -3.407238 -0.1 -0.1 -0.2 -0.177
C 4.443548 -1.948654 -0.650160 0.0 -0.1 0.2 -0.168
O 1.972232 -0.506917 -1.178010 0.2 -0.2 -0.1 -0.445
H 5.404541 0.384444 -2.538684 -0.1 0.1 0.0 0.033
H 4.490232 1.275954 -1.308817 0.0 0.0 -0.1 0.020
H 3.906315 1.220710 -2.986375 0.1 0.0 0.1 0.023
H 4.170777 -1.967021 -3.902352 -0.1 0.0 0.0 0.034
H 2.542539 -1.297692 -4.091061 0.1 0.0 0.0 0.029
H 2.785536 -2.842055 -3.248957 0.0 0.1 0.0 0.029
H 5.449185 -2.108610 -1.048849 0.0 0.0 0.0 0.034
H 3.982476 -2.927755 -0.486508 0.0 0.1 0.0 0.033
H 4.531643 -1.462854 0.325579 0.1 0.0 0.0 0.026
O 1.196473 -2.259489 0.426824 0.0 -1.8 0.1 -0.178
O 1.915076 -1.549720 1.230150 1.6 -1.1 1.3 -0.223
```
Positions in Å, forces in eV/Å.

## Properties
Highest occupied orbital energy (alpha / beta) in eV: -8.9 / -10.6
E in eV: -83587.25837
Charge: +1
Maximum force in eV/Å: 3.766
Spin multiplicity: 3

=====

Record 3
ORCA calculation (ωB97M-V with the def2-TZVPD basis set) on C21H30N2O5 in the gas phase.

The geometry in XYZ format:
```
58
Properties=species:S:1:pos:R:3:forces:R:3:lowdin_charge:R:1
C -6.396822 -3.462171 0.527433 -0.1 -0.1 0.0 -0.106
O -5.951852 -2.310883 -0.141007 0.1 0.2 -0.1 -0.212
C -6.999701 -1.592626 -0.757476 -0.2 0.0 -0.2 -0.219
C -6.449743 -0.312492 -1.385372 -0.1 -0.2 0.3 -0.065
C -6.090001 0.699590 -0.305353 -0.1 -0.2 -0.3 -0.461
O -6.942352 1.442115 0.151637 -0.4 0.1 0.1 0.049
N -4.811357 0.744090 0.121760 0.2 0.1 0.2 -0.038
C -3.739128 -0.116170 -0.342159 0.2 -0.4 -0.2 -0.137
C -2.616965 -0.159388 0.689639 0.1 0.2 -0.2 -0.097
C -1.986758 1.229462 0.881446 -0.3 -0.2 0.3 -0.315
O -1.021451 1.503138 -0.123634 0.2 0.1 -0.2 -0.018
C 0.201092 0.914796 -0.082744 0.2 0.0 -0.1 -0.256
C 0.670565 0.077946 0.925532 -0.3 0.1 0.1 -0.006
C 1.948471 -0.446883 0.847516 0.2 0.0 -0.2 -0.005
C 2.786524 -0.138835 -0.214211 -0.2 -0.2 0.0 -0.158
C 4.134717 -0.776443 -0.285872 0.0 0.3 0.0 -0.402
O 4.257703 -1.994854 -0.309960 0.0 -0.4 0.1 0.070
N 5.186332 0.060537 -0.318996 0.1 -0.1 -0.1 -0.003
C 5.122322 1.499124 -0.133728 -0.1 0.6 0.1 -0.142
C 6.550887 1.878924 0.244251 -0.1 0.0 -0.1 -0.152
C 7.371544 0.877070 -0.563478 -0.1 0.0 0.1 -0.130
C 6.565299 -0.417430 -0.435994 0.3 -0.5 0.1 -0.235
C 6.977257 -1.286225 0.773627 0.0 0.2 -0.1 -0.225
O 6.754673 -2.646783 0.558604 -0.2 -0.5 -0.1 -0.070
C 2.310752 0.685300 -1.230090 0.0 -0.1 0.2 -0.027
C 1.036462 1.202985 -1.165827 -0.2 0.0 0.1 0.012
C -3.060776 2.319260 0.746225 0.1 -0.2 0.1 -0.091
C -4.441455 1.771733 1.077494 -0.1 0.4 0.1 -0.133
H -6.885347 -4.159177 -0.164786 0.0 0.0 0.0 0.090
H -5.515452 -3.934796 0.956252 -0.1 -0.1 0.0 0.090
H -7.103247 -3.208217 1.326971 0.0 0.0 0.0 0.092
H -7.768409 -1.333093 -0.014390 0.0 0.0 -0.1 0.132
H -7.469275 -2.219142 -1.532863 0.0 0.1 0.1 0.127
H -5.608869 -0.545548 -2.034559 0.0 0.0 -0.1 0.113
H -7.248761 0.136571 -1.976959 0.1 0.0 0.0 0.128
H -3.333695 0.257293 -1.292711 0.0 -0.1 0.0 0.137
H -4.126436 -1.125175 -0.486458 0.1 0.2 -0.1 0.109
H -3.010866 -0.520543 1.639884 0.0 -0.1 0.1 0.129
H -1.854106 -0.861189 0.349436 0.0 0.0 0.1 0.121
H -1.513220 1.290006 1.870969 0.0 0.0 -0.1 0.145
H 0.053443 -0.181959 1.770910 -0.1 0.0 0.1 0.109
H 2.302078 -1.108297 1.624368 0.0 -0.1 0.1 0.125
H 4.835615 1.993305 -1.069226 0.0 0.0 0.1 0.121
H 4.388794 1.759597 0.632126 0.1 0.0 -0.1 0.131
H 6.715818 1.725949 1.310805 0.0 0.0 0.1 0.115
H 6.781005 2.913110 -0.002229 0.0 0.0 0.1 0.112
H 7.412733 1.189076 -1.608056 0.0 0.0 0.0 0.118
H 8.388169 0.766644 -0.194653 0.1 0.0 -0.1 0.113
H 6.654390 -1.047853 -1.328595 0.0 0.1 0.1 0.161
H 8.051109 -1.183327 0.953496 -0.1 0.1 0.0 0.120
H 6.440016 -0.933605 1.669049 0.1 0.1 -0.1 0.130
H 5.828765 -2.742703 0.258157 0.2 0.1 0.1 0.056
H 2.931366 0.900471 -2.087137 0.1 0.1 -0.1 0.120
H 0.653974 1.838254 -1.949060 -0.1 0.1 -0.1 0.120
H -2.829660 3.164842 1.393056 0.0 0.0 0.0 0.121
H -3.048800 2.672945 -0.285908 0.0 0.0 0.0 0.130
H -5.199089 2.556690 1.016309 0.2 -0.1 0.1 0.124
H -4.457103 1.368883 2.097599 -0.1 0.1 0.0 0.134
```
Positions in Å, forces in eV/Å.

## Properties
Highest occupied orbital energy in eV: -8.8
E in eV: -35482.00722
Maximum force in eV/Å: 0.597
SMILES: COCCC(=O)N1CCC(Oc2ccc(C(=O)N3CCC[C@H]3CO)cc2)CC1